C26H23MnN9O7S | ωB97M-V/def2-TZVPD

```
67
C26H23MnN9O7S (ωB97M-V/def2-TZVPD)
Mn 0.397 -1.366 1.839
O 2.038 -2.311 5.332
C 1.372 -1.846 4.428
O 1.341 -2.233 3.203
C 0.451 -0.660 4.693
C 0.312 -0.122 5.958
C -0.545 0.951 6.138
C -1.228 1.449 5.037
C -1.030 0.859 3.804
N -0.207 -0.179 3.623
H 0.882 -0.560 6.765
H -0.683 1.396 7.114
H -1.904 2.288 5.127
H -1.545 1.229 2.925
O -1.549 6.166 -1.985
S -2.791 6.077 -2.722
O -2.787 6.736 -4.005
O -3.991 6.266 -1.925
C -2.993 4.258 -3.094
N -3.829 3.965 -4.087
C -4.089 2.661 -4.234
C -3.525 1.701 -3.419
C -2.644 2.121 -2.421
N -2.389 3.430 -2.270
C -1.955 1.242 -1.498
C -2.070 -0.153 -1.488
C -1.395 -0.899 -0.552
N -0.600 -0.377 0.401
C -0.460 0.966 0.363
C -1.094 1.784 -0.534
H -4.775 2.408 -5.035
H -3.762 0.652 -3.544
H -2.683 -0.674 -2.210
H -1.477 -1.976 -0.569
H 0.221 1.379 1.098
H -0.950 2.857 -0.519
N 0.466 -6.169 -0.518
C -0.228 -5.291 0.245
C 0.331 -4.065 0.651
N -0.392 -3.177 1.316
C -1.649 -3.502 1.647
C -2.170 -4.726 1.280
N -1.481 -5.611 0.571
H 1.458 -6.072 -0.632
H 0.027 -7.046 -0.734
H 1.360 -3.804 0.439
H -2.224 -2.768 2.196
H -3.177 -5.007 1.558
O 1.247 0.637 -4.915
C 2.489 1.103 -4.445
N 2.519 0.772 -3.040
C 3.678 0.571 -2.375
O 4.773 0.692 -2.892
C 3.547 0.216 -0.921
C 4.604 0.516 -0.067
C 4.490 0.190 1.274
C 3.329 -0.416 1.720
N 2.311 -0.712 0.906
C 2.436 -0.413 -0.390
H 1.052 1.058 -5.757
H 2.587 2.185 -4.583
H 3.335 0.608 -4.926
H 1.621 0.753 -2.584
H 5.486 0.995 -0.471
H 5.289 0.398 1.971
H 3.217 -0.698 2.760
H 1.605 -0.704 -1.022
```

2S+1: 2
Frontier orbital gap (spin up / spin down) in eV: 5.863 / 5.936
⟨S²⟩: 0.75
Charge: 0

C31H40BaN3O5PSeSi | ωB97M-V/def2-TZVPD

```
83
C31H40BaN3O5PSeSi (ωB97M-V/def2-TZVPD)
Ba 0.300 1.257 1.143
C 3.648 -0.812 0.181
C 3.216 -2.124 0.811
C 2.114 -1.920 1.842
C 2.802 -3.129 -0.274
C 2.611 -4.565 0.245
O 1.259 -4.901 -0.120
C 0.749 -3.794 -0.720
N 1.500 -2.789 -0.868
C -0.653 -3.936 -1.177
C -1.093 -5.251 -1.322
C -2.357 -5.553 -1.796
C -3.209 -4.518 -2.131
C -2.787 -3.212 -1.965
C -1.521 -2.875 -1.479
P -1.372 -1.034 -1.500
C -2.881 -0.505 -0.701
C -3.523 0.656 -1.138
C -4.677 1.081 -0.510
C -5.180 0.368 0.573
C -4.530 -0.762 1.029
C -3.386 -1.208 0.384
C -1.217 -0.767 -3.263
C -2.311 -0.586 -4.097
C -2.114 -0.387 -5.455
C -0.831 -0.371 -5.976
C 0.260 -0.556 -5.139
C 0.073 -0.750 -3.782
H 3.940 -0.084 0.937
H 2.853 -0.357 -0.414
H 4.493 -0.945 -0.497
H 4.078 -2.566 1.328
H 1.177 -1.641 1.352
H 2.383 -1.143 2.559
H 1.893 -2.819 2.419
H 3.539 -3.092 -1.082
H 2.685 -4.643 1.331
H 3.275 -5.297 -0.215
H -0.413 -6.049 -1.065
H -2.662 -6.585 -1.902
H -4.205 -4.711 -2.506
H -3.496 -2.434 -2.219
H -3.105 1.238 -1.949
H -5.176 1.980 -0.845
H -6.069 0.721 1.078
H -4.889 -1.288 1.900
H -2.883 -2.094 0.751
H -3.319 -0.597 -3.705
H -2.970 -0.244 -6.100
H -0.680 -0.208 -7.034
H 1.264 -0.540 -5.539
H 0.927 -0.884 -3.130
C 5.776 3.770 0.056
C 4.474 3.014 0.058
N 3.898 2.443 -0.930
O 4.482 2.488 -2.191
C 3.773 2.902 1.377
C 4.456 3.213 2.673
N 2.560 2.476 1.355
O 1.951 2.325 2.540
H 6.167 4.060 -0.922
H 6.557 3.193 0.557
H 5.659 4.698 0.614
H 5.320 2.957 -2.132
H 5.462 3.599 2.549
H 4.498 2.316 3.294
H 3.865 3.930 3.245
O -0.609 0.717 -1.170
O -0.034 -0.591 -0.676
C -2.224 3.591 5.423
Si -2.410 3.078 3.610
C -4.233 3.351 3.138
C -1.337 4.203 2.528
Se -1.879 0.939 3.372
H -2.592 4.602 5.607
H -1.178 3.547 5.725
H -2.779 2.903 6.060
H -4.637 4.279 3.542
H -4.827 2.520 3.515
H -4.347 3.379 2.053
H -1.596 5.257 2.642
H -1.469 3.970 1.466
H -0.279 4.095 2.777
```

Frontier orbital gap in eV: 6.536
Relative energy (zero: lowest compared OMol25 entry of this formula, charge and spin) in kcal per mole: 13.5
Charge: 0

C37H74N7O19 | ωB97M-V/def2-TZVPD

```
137
C37H74N7O19 (ωB97M-V/def2-TZVPD)
C -3.293 -0.011 3.075
N -2.718 0.761 1.883
C -1.693 1.608 2.010
C -1.240 2.423 0.960
C -1.925 2.350 -0.255
C -2.972 1.393 -0.378
C -3.369 0.599 0.662
C -1.662 3.212 -1.447
C -0.523 4.041 -1.614
C -0.277 4.593 -2.830
N -1.232 4.595 -3.787
C -2.356 3.930 -3.652
C -2.542 3.200 -2.494
C -1.062 5.300 -5.082
H -3.503 -1.028 2.740
H -4.193 0.501 3.343
H -2.457 -0.047 3.795
H -1.055 1.572 2.885
H -0.358 3.083 1.142
H -3.527 1.232 -1.309
H -4.143 -0.143 0.593
H 0.226 4.155 -0.830
H 0.611 5.232 -3.028
H -3.113 3.975 -4.447
H -3.525 2.731 -2.361
H -1.608 4.681 -5.818
H -0.027 5.284 -5.347
H -1.474 6.316 -5.052
C 5.444 2.324 -2.478
C 5.597 3.598 -1.637
O 6.335 3.719 -0.669
N 4.786 4.626 -2.103
H 4.214 4.397 -2.914
H 3.108 4.008 -0.756
C 4.638 6.039 -1.407
H 5.813 2.549 -3.467
H 4.385 1.982 -2.482
H 6.106 1.528 -2.126
H 3.722 6.527 -1.709
H 5.552 6.613 -1.496
H 4.613 5.785 -0.360
C -3.951 -7.322 -1.759
C -2.635 -7.525 -2.446
O -1.978 -6.887 -3.176
N -2.110 -8.980 -2.149
H -1.432 -8.739 -1.424
H -2.820 -9.506 -1.692
C -1.421 -9.645 -3.352
H -4.152 -7.829 -0.813
H -4.725 -7.643 -2.493
H -4.090 -6.249 -1.628
H -0.848 -8.841 -3.799
H -2.153 -9.998 -4.060
H -0.808 -10.511 -3.121
C -4.562 -1.707 -4.929
C -3.173 -1.822 -5.582
O -2.540 -2.796 -5.930
N -2.440 -0.602 -5.726
H -1.918 -0.305 -4.390
H -1.539 -0.849 -6.112
C -3.036 0.366 -6.794
H -5.143 -2.599 -4.668
H -5.120 -1.157 -5.695
H -4.524 -1.085 -4.066
H -4.047 0.579 -6.458
H -3.048 -0.233 -7.710
H -2.380 1.215 -6.917
C 2.483 -4.345 -3.283
O 2.012 -3.887 -2.046
C 0.846 -4.500 -1.597
C 0.533 -3.953 -0.232
N -0.206 -2.663 -0.225
H -1.096 -2.784 -0.735
H -0.326 -2.461 0.906
C 0.421 -1.470 -0.837
C 1.705 -1.056 -0.130
O 1.447 -0.104 0.925
C 2.271 -0.289 2.026
H 3.028 -5.261 -3.169
H 3.118 -3.589 -3.728
H 1.677 -4.605 -3.992
H 0.996 -5.581 -1.430
H 0.022 -4.311 -2.316
H 1.404 -3.845 0.393
H -0.131 -4.625 0.289
H -0.226 -0.608 -0.624
H 0.548 -1.628 -1.917
H 2.315 -0.529 -0.858
H 2.272 -1.923 0.151
H 2.272 0.602 2.627
H 3.277 -0.557 1.681
H 1.880 -1.002 2.732
C 0.946 0.568 9.379
O 0.630 1.629 8.471
C 0.091 1.346 7.147
C -0.221 2.809 6.710
N 1.119 3.560 6.878
H 1.053 4.458 7.376
H 1.659 2.995 7.592
C 1.816 3.807 5.571
C 2.419 2.482 5.166
O 3.149 1.939 6.277
C 4.527 2.309 6.268
H 1.117 1.101 10.320
H 1.847 0.040 9.059
H 0.154 -0.146 9.467
H -0.874 0.828 7.122
H 0.828 0.752 6.580
H -0.895 3.270 7.418
H -0.569 2.998 5.705
H 2.624 4.494 5.801
H 1.125 4.175 4.831
H 3.108 2.683 4.339
H 1.686 1.758 4.812
H 4.637 3.385 6.350
H 4.881 2.037 5.296
H 4.996 1.845 7.106
O -4.933 -2.069 0.219
C -3.821 -2.811 -0.670
O -2.782 -2.002 -0.622
O -4.206 -3.826 -1.175
H -5.785 -2.648 0.042
O 0.506 -2.727 3.626
C -0.247 -1.703 3.218
O -0.522 -0.776 3.959
O -0.674 -1.796 2.049
H 0.850 -2.447 4.498
O 0.741 1.035 -3.451
C -0.444 0.964 -4.110
O -1.251 0.003 -3.576
O -0.776 1.599 -5.181
H 1.193 1.791 -3.869
O 3.910 3.187 1.387
C 2.688 3.496 1.196
O 1.787 3.583 2.016
O 2.366 3.855 -0.079
H 4.295 2.576 2.008
```

Frontier orbital gap in eV: 6.772
Charge: +3

CH2N2O3 | ωB97M-V/def2-TZVPD

```
8
CH2N2O3 (ωB97M-V/def2-TZVPD)
O 1.798 -0.624 -0.624
N 0.872 -1.025 0.078
O 0.307 -2.104 0.107
H 0.674 -0.345 0.855
C -1.032 0.496 -0.289
N -1.972 -0.194 -0.300
O -2.682 -1.092 -0.063
H -0.859 1.501 0.039
```

Frontier orbital gap in eV: 10.313
SMILES: O=[NH+][O-].C#[N+][O-]
Relative energy (zero: lowest compared OMol25 entry of this formula, charge and spin) in kcal per mole: 113.8
Charge: 0

C4H6N2O | ωB97M-V/def2-TZVPD

```
13
C4H6N2O (ωB97M-V/def2-TZVPD)
O 2.016 -1.620 -0.489
C 1.100 -0.842 -0.448
N -0.107 -0.848 -1.207
C -1.099 -0.224 -0.340
C -0.224 0.950 -0.001
C 0.374 0.955 1.372
N 1.096 0.405 0.231
H -0.380 -1.604 -1.815
H -1.338 -0.880 0.507
H -2.029 0.110 -0.808
H -0.191 1.505 -0.951
H 0.817 1.834 1.840
H -0.037 0.259 2.109
```

Frontier orbital gap in eV: 10.409
SMILES: O=C1NC[C@H]2CN12
Relative energy (zero: lowest compared OMol25 entry of this formula, charge and spin) in kcal per mole: 58.4
Charge: 0

C6H8Cl2N2NdO3PrS | ωB97M-V/def2-TZVPD

```
24
C6H8Cl2N2NdO3PrS (ωB97M-V/def2-TZVPD)
Pr -1.628 -0.425 -3.462
Nd 0.060 -0.579 0.667
Cl -1.056 -2.191 -1.347
Cl -1.016 1.181 -1.261
C 1.168 1.579 1.219
C -0.207 -2.131 -4.362
C -0.039 0.825 -4.847
O 1.632 2.643 1.287
O 0.515 -3.026 -4.572
O 0.751 1.471 -5.420
C -1.121 1.125 5.233
N -1.145 0.823 3.783
C -0.858 -0.403 3.252
S -1.980 -1.207 2.280
N 0.420 -0.926 3.424
C 1.465 -0.385 4.337
H -0.535 0.388 5.789
H -2.139 1.164 5.634
H -0.690 2.120 5.373
H -1.978 1.260 3.352
H 0.467 -1.959 3.294
H 1.511 -0.921 5.294
H 2.425 -0.494 3.831
H 1.281 0.676 4.498
```

2S+1: 6
Frontier orbital gap (spin up / spin down) in eV: 5.717 / 6.528
⟨S²⟩: 8.76
Charge: +4

C2H4N3S | ωB97M-V/def2-TZVPD

```
10
C2H4N3S (ωB97M-V/def2-TZVPD)
C -0.443 -0.357 0.459
C 0.628 1.050 -1.224
N -1.673 -0.178 0.571
N 0.436 0.952 0.012
N 0.387 -1.386 0.551
S 0.957 1.095 -2.699
H -1.948 0.640 0.165
H 0.305 1.731 0.600
H 0.014 -2.289 0.848
H 1.336 -1.258 0.716
```

Frontier orbital gap in eV: 9.002
Relative energy (zero: lowest compared OMol25 entry of this formula, charge and spin) in kcal per mole: 0.0
Charge: +1

C3H2O | ωB97M-V/def2-TZVPD

```
6
C3H2O (ωB97M-V/def2-TZVPD)
C 0.463 0.959 1.109
C 0.139 0.220 0.218
C -0.322 -0.694 -0.812
O 0.129 -0.742 -1.926
H 0.757 1.600 1.916
H -1.167 -1.343 -0.506
```

Frontier orbital gap in eV: 10.716
SMILES: C#CC=O
Relative energy (zero: lowest compared OMol25 entry of this formula, charge and spin) in kcal per mole: 0.5
Charge: 0

C37H78ClO22PS4 | ωB97M-V/def2-TZVPD

```
143
C37H78ClO22PS4 (ωB97M-V/def2-TZVPD)
C 1.907 -4.628 2.169
C 2.883 -4.171 3.396
O 2.088 -3.507 4.411
C 2.788 -2.434 5.019
O 4.047 -2.427 5.150
C 2.045 -1.137 5.647
C 0.657 -0.776 4.921
C 0.679 0.603 4.091
C 0.806 0.361 2.482
C 1.932 -0.706 2.080
C 3.422 -0.333 2.520
O 4.333 -1.160 2.238
Cl 3.951 1.193 3.359
O 1.156 1.625 1.874
C 0.304 1.963 0.756
C 0.859 3.397 0.203
C 2.481 3.293 0.355
C 3.274 4.309 -0.614
C 4.714 3.597 -0.900
C 5.692 3.696 0.367
C 6.745 2.493 0.518
C 7.139 1.744 -0.846
C 6.410 0.312 -0.836
O 7.156 -0.702 -1.620
C 6.796 -1.988 -1.111
C 5.274 -2.538 -1.107
O 7.710 -2.713 -0.629
C 0.382 0.953 -0.487
O -0.448 -0.232 -0.378
C -1.762 -0.040 -0.933
O -2.521 1.035 -0.318
C -2.987 0.570 1.000
C -4.569 0.295 1.054
C -4.847 -0.923 2.090
O -5.190 1.469 1.666
P -1.796 0.100 -2.836
O -2.116 -1.250 -3.540
H 2.182 -4.039 1.225
H 0.815 -4.376 2.420
H 2.032 -5.748 1.931
H 3.394 -5.134 3.761
H 3.693 -3.527 2.921
H 1.807 -1.447 6.736
H 2.759 -0.242 5.684
H 0.315 -1.673 4.305
H -0.130 -0.629 5.755
H -0.373 1.067 4.224
H 1.412 1.382 4.481
H -0.239 -0.026 2.172
H 1.692 -1.731 2.552
H 1.973 -0.891 0.942
H -0.748 2.170 1.145
H 0.550 3.592 -0.883
H 0.443 4.279 0.821
H 2.827 3.503 1.418
H 2.793 2.233 0.012
H 3.530 5.288 -0.074
H 2.708 4.549 -1.578
H 5.222 4.141 -1.769
H 4.536 2.511 -1.246
H 5.118 3.749 1.370
H 6.262 4.681 0.285
H 7.721 2.968 0.920
H 6.453 1.714 1.320
H 8.272 1.513 -0.808
H 6.977 2.349 -1.797
H 6.358 -0.127 0.233
H 5.355 0.378 -1.305
H 5.240 -3.661 -0.857
H 4.625 -1.998 -0.322
H 4.840 -2.398 -2.162
H 0.231 1.551 -1.456
H 1.476 0.580 -0.531
H -2.352 -1.007 -0.695
H -2.420 -0.347 1.371
H -2.722 1.428 1.726
H -4.969 0.083 0.001
H -5.715 -1.553 1.706
H -5.118 -0.518 3.131
H -3.928 -1.593 2.244
H -4.679 2.278 1.458
H -0.628 0.715 -3.389
H -2.898 0.995 -3.139
C 2.139 -4.949 7.812
C 0.741 -5.356 8.236
O 0.637 -5.480 9.655
S 0.501 -4.130 10.537
C 0.014 -4.907 12.051
O -0.605 -3.356 10.037
O 1.809 -3.560 10.715
H 2.365 -3.930 8.134
H 2.239 -4.991 6.725
H 2.888 -5.604 8.264
H -0.009 -4.658 7.852
H 0.511 -6.338 7.817
H -0.951 -5.390 11.907
H -0.064 -4.133 12.815
H 0.775 -5.634 12.335
C -3.410 0.770 -9.696
C -3.464 0.912 -8.187
O -2.936 -0.242 -7.532
S -1.328 -0.415 -7.447
C -1.312 -1.707 -6.241
O -0.761 0.774 -6.860
O -0.853 -0.946 -8.698
H -2.378 0.774 -10.054
H -3.938 1.595 -10.180
H -3.858 -0.175 -10.013
H -2.947 1.817 -7.855
H -4.507 1.003 -7.873
H -1.727 -1.322 -5.303
H -0.277 -2.017 -6.094
H -1.902 -2.545 -6.613
C -1.125 9.374 0.928
C -1.730 8.221 1.706
O -2.842 7.649 1.018
S -2.552 6.648 -0.219
C -4.191 5.993 -0.359
O -1.670 5.600 0.226
O -2.271 7.431 -1.393
H -0.650 9.022 0.009
H -0.367 9.886 1.525
H -1.895 10.093 0.638
H -0.979 7.458 1.932
H -2.108 8.593 2.662
H -4.431 5.446 0.552
H -4.210 5.321 -1.217
H -4.888 6.816 -0.515
C -6.280 -5.201 -9.850
C -5.408 -5.165 -8.610
O -5.281 -3.840 -8.096
S -6.509 -3.224 -7.239
C -5.635 -1.836 -6.574
O -6.828 -4.129 -6.165
O -7.512 -2.740 -8.149
H -7.319 -4.966 -9.607
H -6.257 -6.193 -10.309
H -5.944 -4.463 -10.582
H -5.785 -5.845 -7.841
H -4.401 -5.499 -8.870
H -4.836 -2.198 -5.927
H -6.342 -1.239 -5.997
H -5.233 -1.245 -7.395
```

Frontier orbital gap in eV: 9.968
SMILES: CCOC(=O)CCC[C@H](CC(=O)Cl)O[C@@H](CCCCCCCCOC(C)=O)CO[C@@H](OC[C@@H](C)O)[PH2]=O.CCOS(C)(=O)=O.CCOS(C)(=O)=O.CCOS(C)(=O)=O.CCOS(C)(=O)=O
Charge: 0